Computed, not measured: a single CH7FN3P molecule in a non-equilibrium geometry, with ωB97M-V with the def2-TZVPD basis set.

Last columns: bonded neighbours and bond lengths (Å).
CARTESIAN COORDINATES (ANGSTROEM)
1 C 1.760 0.707 -0.165  N4 1.408, H7 1.160, H8 1.158, H9 1.094
2 N -2.386 -0.063 -0.699  P6 1.571, H10 0.959
3 N -0.814 -1.614 0.839  P6 1.683, H11 1.007, H12 0.978
4 N 0.611 0.139 -0.748  C1 1.408, P6 1.771, H13 1.080
5 F -0.897 0.908 1.188  P6 1.626
6 P -0.973 -0.177 -0.021  N2 1.571, N3 1.683, N4 1.771, F5 1.626
7 H 1.625 1.724 0.376  C1 1.160
8 H 2.355 0.147 0.655  C1 1.158
9 H 2.505 0.883 -0.946  C1 1.094
10 H -2.701 0.840 -0.768  N2 0.959
11 H -1.295 -2.392 0.418  N3 1.007
12 H -0.118 -1.793 1.502  N3 0.978
13 H 0.328 0.691 -1.632  N4 1.080

Computed properties:
**Charge**: 0
**M**: 111.06 g/mol
**Relative energy (zero: lowest compared OMol25 entry of this formula, charge and spin)**: 0.000 eV
**SMILES string**: CN[P@@](=N)(N)F
**LUMO level**: 0.0308 Eh

Atom-resolved charges from Mulliken, all expressed in e:
1. C -0.719
2. N -0.777
3. N -0.453
4. N -0.385
5. F -0.355
6. P 0.901
7. H 0.269
8. H 0.240
9. H 0.318
10. H 0.248
11. H 0.225
12. H 0.204
13. H 0.284

Computed, not measured: 2 unconnected molecules or ions with the total composition CH7N2O, with ωB97M-V with the def2-TZVPD basis set.

Last columns: bonded neighbours and bond lengths (Å).
CARTESIAN COORDINATES (ANGSTROEM)
1 N -1.899 1.977 0.351  H2 1.016, H3 1.026, H4 1.011
2 H -1.611 2.174 -0.602  N1 1.016
3 H -1.632 0.994 0.475  N1 1.026
4 H -1.311 2.570 0.921  N1 1.011
5 N 1.825 -1.002 -0.552  C6 1.530, H8 1.021, H9 1.019
6 C 0.418 -1.388 -0.092  N5 1.530, O7 1.327, H10 1.107, H11 1.118
7 O -0.241 -0.394 0.491  C6 1.327
8 H 2.305 -0.844 0.336  N5 1.021
9 H 1.641 -0.047 -0.855  N5 1.019
10 H 0.593 -2.277 0.544  C6 1.107
11 H -0.087 -1.761 -1.017  C6 1.118

Computed properties:
**Charge**: -1
**M**: 63.08 g/mol
**Relative energy (zero: lowest compared OMol25 entry of this formula, charge and spin)**: 0.100 eV
**LUMO level**: 0.1778 Eh

Atom-resolved charges from Mulliken, all expressed in e:
1. N -0.830
2. H 0.208
3. H 0.430
4. H 0.205
5. N -0.797
6. C -0.396
7. O -0.855
8. H 0.261
9. H 0.296
10. H 0.255
11. H 0.223

Computed, not measured: a gas-phase ion, CH7N2O2 (charge +1) in a non-equilibrium geometry, with ωB97M-V with the def2-TZVPD basis set.

Last columns: bonded neighbours and bond lengths (Å).
CARTESIAN COORDINATES (ANGSTROEM)
1 C 0.233 0.622 0.162  N3 1.625, O4 1.372, O5 1.402, H6 1.080
2 N -1.418 -0.793 0.774  O5 1.430, H7 1.104, H8 1.068
3 N 0.390 -0.063 -1.303  C1 1.625, H9 1.002, H10 1.027, H11 1.066
4 O 1.431 1.228 0.444  C1 1.372, H12 0.912
5 O -0.064 -0.422 1.050  C1 1.402, N2 1.430
6 H -0.530 1.382 0.084  C1 1.080
7 H -1.399 -1.897 0.774  N2 1.104
8 H -2.011 -0.525 1.622  N2 1.068
9 H 1.131 0.565 -1.547  N3 1.002
10 H 0.772 -1.014 -1.242  N3 1.027
11 H -0.460 0.055 -1.936  N3 1.066
12 H 1.924 0.861 1.119  O4 0.912

Computed properties:
**Charge**: +1
**M**: 79.08 g/mol
**Relative energy (zero: lowest compared OMol25 entry of this formula, charge and spin)**: 3.747 eV
**SMILES string**: NO[C@H]([NH3+])O
**LUMO level**: -0.1308 Eh

Atom-resolved charges from Mulliken, all expressed in e:
1. C 0.232
2. N -0.566
3. N -0.367
4. O -0.456
5. O -0.246
6. H 0.443
7. H 0.296
8. H 0.303
9. H 0.335
10. H 0.324
11. H 0.379
12. H 0.324

Computed, not measured: 2 unconnected molecules or ions with the total composition CH7N2O2 in a non-equilibrium geometry, with ωB97M-V with the def2-TZVPD basis set.

Last columns: bonded neighbours and bond lengths (Å).
CARTESIAN COORDINATES (ANGSTROEM)
1 C 1.315 -0.067 -0.117  N2 1.357, O4 1.292, O5 1.306
2 N 0.766 -1.290 -0.329  C1 1.357, H6 1.035, H7 1.002
3 N -1.867 0.360 0.460  H8 0.993, H9 0.994, H10 1.064
4 O 2.186 0.234 -1.022  C1 1.292, H11 1.020
5 O 0.848 0.805 0.735  C1 1.306, H12 0.941
6 H 1.008 -2.056 -0.981  N2 1.035
7 H 0.067 -1.548 0.340  N2 1.002
8 H -2.598 0.217 1.116  N3 0.993
9 H -2.178 0.115 -0.452  N3 0.994
10 H -1.876 1.422 0.389  N3 1.064
11 H 2.377 1.236 -1.038  O4 1.020
12 H -0.049 0.572 0.900  O5 0.941

Computed properties:
**Charge**: +1
**M**: 79.08 g/mol
**Relative energy (zero: lowest compared OMol25 entry of this formula, charge and spin)**: 1.033 eV
**LUMO level**: -0.1375 Eh

Atom-resolved charges from Mulliken, all expressed in e:
1. C 0.760
2. N -0.317
3. N -0.849
4. O -0.396
5. O -0.371
6. H 0.272
7. H 0.246
8. H 0.243
9. H 0.262
10. H 0.313
11. H 0.407
12. H 0.430

Computed, not measured: a single CH7N2O2P molecule in a non-equilibrium geometry, with ωB97M-V with the def2-TZVPD basis set.

Last columns: bonded neighbours and bond lengths (Å).
CARTESIAN COORDINATES (ANGSTROEM)
1 C 0.102 1.690 -1.041  N3 1.455, H7 1.174, H8 1.168, H9 1.052
2 N -0.473 -1.205 2.256  P6 2.103, H10 1.006, H11 1.027
3 N -0.399 0.325 -1.002  C1 1.455, P6 1.641
4 O -1.165 -2.042 -0.265  P6 1.667, H12 0.868
5 O 1.292 -1.456 0.252  P6 1.660, H13 0.987
6 P -0.214 -0.760 0.216  N2 2.103, N3 1.641, O4 1.667, O5 1.660
7 H 0.256 2.080 0.055  C1 1.174
8 H 1.089 1.678 -1.664  C1 1.168
9 H -0.668 2.288 -1.440  C1 1.052
10 H -0.587 -0.307 2.693  N2 1.006
11 H -1.365 -1.712 2.300  N2 1.027
12 H -1.619 -1.874 -0.984  O4 0.868
13 H 0.979 -2.188 0.837  O5 0.987

Computed properties:
**Charge**: 0
**M**: 110.05 g/mol
**Relative energy (zero: lowest compared OMol25 entry of this formula, charge and spin)**: 2.656 eV
**SMILES string**: CN=P(N)(O)O
**LUMO level**: -0.0089 Eh

Atom-resolved charges from Mulliken, all expressed in e:
1. C -0.635
2. N -0.690
3. N -0.385
4. O -0.516
5. O -0.464
6. P 0.851
7. H 0.229
8. H 0.212
9. H 0.261
10. H 0.245
11. H 0.246
12. H 0.287
13. H 0.358

Computed, not measured: 2 unconnected molecules or ions with the total composition CH7N2O2P in a non-equilibrium geometry, with ωB97M-V with the def2-TZVPD basis set.

Last columns: bonded neighbours and bond lengths (Å).
CARTESIAN COORDINATES (ANGSTROEM)
1 C 3.095 0.256 0.400  O5 1.203, H7 1.186, H8 1.085
2 N -1.398 -1.197 0.273  P6 1.719, H9 1.009, H10 1.001
3 N -1.985 0.708 -1.201  P6 1.736, H11 0.998, H12 1.003
4 O -0.337 1.038 1.017  P6 1.632, H13 0.965
5 O 2.184 0.141 -0.377  C1 1.203
6 P -1.777 0.464 0.506  N2 1.719, N3 1.736, O4 1.632
7 H 4.140 0.785 0.215  C1 1.186
8 H 3.057 -0.081 1.431  C1 1.085
9 H -1.844 -1.635 -0.519  N2 1.009
10 H -1.334 -1.808 1.063  N2 1.001
11 H -2.856 0.373 -1.555  N3 0.998
12 H -1.282 0.124 -1.612  N3 1.003
13 H 0.337 0.831 0.358  O4 0.965

Computed properties:
**Charge**: 0
**M**: 110.05 g/mol
**Relative energy (zero: lowest compared OMol25 entry of this formula, charge and spin)**: 1.614 eV
**SMILES string**: NP(N)O.C=O
**LUMO level**: 0.0152 Eh

Atom-resolved charges from Mulliken, all expressed in e:
1. C -0.011
2. N -0.469
3. N -0.641
4. O -0.365
5. O -0.453
6. P 0.184
7. H 0.194
8. H 0.228
9. H 0.217
10. H 0.193
11. H 0.282
12. H 0.295
13. H 0.345

Computed, not measured: 2 unconnected molecules or ions with the total composition CH7N4 in a non-equilibrium geometry, with ωB97M-V with the def2-TZVPD basis set.

Last columns: bonded neighbours and bond lengths (Å).
CARTESIAN COORDINATES (ANGSTROEM)
1 C -1.603 -0.695 -0.021  N2 1.279, N3 1.328, H6 1.107
2 N -0.369 -0.876 -0.301  C1 1.279, N5 1.205
3 N -2.107 -0.050 1.024  C1 1.328, H7 1.037, H8 1.078
4 N 2.222 0.999 -0.592  H9 1.007, H10 1.015, H12 1.030
5 N 0.596 -1.586 -0.432  N2 1.205, H11 1.035
6 H -2.330 -0.831 -0.845  C1 1.107
7 H -3.072 0.082 1.381  N3 1.037
8 H -1.438 0.213 1.828  N3 1.078
9 H 3.027 1.490 -0.946  N4 1.007
10 H 1.357 1.524 -0.682  N4 1.015
11 H 1.449 -1.171 -0.846  N5 1.035
12 H 2.268 0.902 0.432  N4 1.030

Computed properties:
**Charge**: +1
**M**: 75.09 g/mol
**Relative energy (zero: lowest compared OMol25 entry of this formula, charge and spin)**: 1.268 eV
**LUMO level**: -0.2050 Eh

Atom-resolved charges from Mulliken, all expressed in e:
1. C 0.125
2. N 0.373
3. N -0.349
4. N -0.712
5. N -0.416
6. H 0.316
7. H 0.270
8. H 0.272
9. H 0.229
10. H 0.232
11. H 0.400
12. H 0.259

Computed, not measured: 2 unconnected molecules or ions with the total composition CH7N4P2 in a non-equilibrium geometry, with ωB97M-V with the def2-TZVPD basis set.

Last columns: bonded neighbours and bond lengths (Å).
CARTESIAN COORDINATES (ANGSTROEM)
1 C -1.046 -0.334 -0.136  N3 1.354, N4 1.323, N5 1.301
2 N 2.950 0.342 -0.070  P6 1.579, P7 1.514
3 N -2.299 -0.836 -0.255  C1 1.354, H8 1.014, H9 1.012
4 N -0.530 0.326 -1.160  C1 1.323, H10 1.089, H11 1.044
5 N -0.476 -0.483 1.025  C1 1.301, H12 0.947, H14 1.019
6 P 2.477 1.843 0.053  N2 1.579, H13 1.450
7 P 3.593 -0.961 -0.496  N2 1.514
8 H -2.771 -1.203 -1.074  N3 1.014
9 H -2.713 -1.269 0.561  N3 1.012
10 H -1.085 0.553 -2.070  N4 1.089
11 H 0.249 0.986 -0.943  N4 1.044
12 H -0.940 -0.817 1.779  N5 0.947
13 H 2.170 1.951 1.466  P6 1.450
14 H 0.420 -0.098 1.320  N5 1.019

Computed properties:
**Charge**: +1
**M**: 137.04 g/mol
**Relative energy (zero: lowest compared OMol25 entry of this formula, charge and spin)**: 1.420 eV
**LUMO level (alpha / beta)**: -0.1560 / -0.1561 Eh

Atom-resolved charges from Mulliken, all expressed in e:
1. C 0.747
2. N 0.104
3. N -0.420
4. N -0.302
5. N -0.259
6. P -0.070
7. P 0.078
8. H 0.247
9. H 0.202
10. H 0.288
11. H 0.023
12. H 0.179
13. H 0.044
14. H 0.139

Computed, not measured: 2 unconnected molecules or ions with the total composition CH7NO in a non-equilibrium geometry, with ωB97M-V with the def2-TZVPD basis set.

Last columns: bonded neighbours and bond lengths (Å).
CARTESIAN COORDINATES (ANGSTROEM)
1 C -1.290 -0.543 -0.111  H4 1.156, H5 1.096, H6 1.075, N9 1.510
2 H -0.976 1.139 0.825  N9 1.040
3 H 0.263 0.935 -0.358  N9 1.107
4 H -1.003 -0.864 -1.184  C1 1.156
5 H -0.987 -1.294 0.627  C1 1.096
6 H -2.351 -0.490 0.050  C1 1.075
7 H 1.872 0.595 -0.216  O10 1.020
8 H 2.642 -0.320 0.713  O10 0.923
9 N -0.828 0.894 -0.175  C1 1.510, H2 1.040, H3 1.107
10 O 2.658 -0.053 -0.171  H7 1.020, H8 0.923

Computed properties:
**Charge**: 0
**M**: 49.07 g/mol
**Relative energy (zero: lowest compared OMol25 entry of this formula, charge and spin)**: 1.002 eV
**SMILES string**: CN.O
**LUMO level**: 0.0261 Eh

Atom-resolved charges from Mulliken, all expressed in e:
1. C -0.694
2. H 0.261
3. H 0.160
4. H 0.279
5. H 0.250
6. H 0.311
7. H 0.283
8. H 0.307
9. N -0.525
10. O -0.631

Computed, not measured: a single CH7NO2SSi molecule in a non-equilibrium geometry, with ωB97M-V with the def2-TZVPD basis set.

Last columns: bonded neighbours and bond lengths (Å).
CARTESIAN COORDINATES (ANGSTROEM)
1 C 1.878 1.628 -0.239  S6 1.949, H7 1.018, H8 1.063, H9 1.155
2 N -2.562 -1.112 0.845  Si5 1.805, H10 0.979, H12 1.036
3 O 0.226 -0.250 0.398  Si5 1.675, S6 1.627
4 O 2.410 -1.050 -0.575  S6 1.429
5 Si -1.210 -0.762 -0.297  N2 1.805, O3 1.675, H11 1.520, H13 1.399
6 S 1.852 -0.202 0.431  C1 1.949, O3 1.627, O4 1.429
7 H 1.489 2.077 0.588  C1 1.018
8 H 2.835 2.014 -0.491  C1 1.063
9 H 1.140 1.622 -1.127  C1 1.155
10 H -2.854 -2.030 1.021  N2 0.979
11 H -1.712 0.354 -1.199  Si5 1.520
12 H -2.665 -0.285 1.460  N2 1.036
13 H -0.826 -2.004 -0.815  Si5 1.399

Computed properties:
**Charge**: 0
**M**: 125.22 g/mol
**Relative energy (zero: lowest compared OMol25 entry of this formula, charge and spin)**: 0.000 eV
**LUMO level**: 0.0271 Eh

Atom-resolved charges from Mulliken, all expressed in e:
1. C -0.855
2. N -0.510
3. O -0.119
4. O -0.510
5. Si 0.298
6. S 0.558
7. H 0.318
8. H 0.356
9. H 0.221
10. H 0.217
11. H -0.077
12. H 0.232
13. H -0.127

Which of these has the highest M? CH7N4P2

Look up the relative energy (zero: lowest compared OMol25 entry of this formula, charge and spin) of the seventh one. 1.268 eV

relative energy (zero: lowest compared OMol25 entry of this formula, charge and spin) of number 8 (CH7N4P2)? 1.420 eV